34
Properties=species:S:1:pos:R:3:forces:R:3:nbo_charge:R:1 method="wB97M-V/def2-TZVPD" e_tot_ha=-1992.395008 e_homo_ha=-0.29324 spin_multiplicity=1 gap_ev=8.43 charge=0
C -2.43193 -0.06314 -2.19179 0.286 -0.069 0.902 0.288
H 5.45103 0.19983 5.73843 0.059 -0.020 0.063 0.216
S 0.28745 -1.65578 -0.00094 0.291 -0.200 0.204 0.255
H 0.35579 -1.93137 -2.61575 -0.028 0.009 -0.118 0.231
H -1.09411 -2.20355 -3.61045 0.106 -0.018 0.052 0.220
C -0.49983 -1.45116 -3.08856 0.211 -0.206 -0.393 -0.415
C -4.81163 1.10899 -4.74915 0.014 -0.049 -0.288 -0.248
N -1.28326 -0.81250 -2.07211 -0.473 0.399 0.670 -0.355
H -0.25925 -2.18772 2.27405 -0.016 0.150 0.027 0.256
S -2.68581 -0.29929 -4.97567 -0.452 0.327 0.245 0.425
C 3.79411 1.94049 3.35416 0.071 0.087 0.018 -0.206
H -4.19488 0.40766 -6.73617 -0.073 0.020 -0.212 0.239
H -0.14723 -0.71512 -3.81336 0.071 -0.080 0.065 0.220
C 2.81137 -0.26332 3.70316 0.455 1.001 -0.136 0.171
H 3.80554 2.89223 2.84638 0.044 0.116 -0.023 0.219
C -0.06217 -1.25002 1.75595 -0.305 -0.323 -0.495 -0.573
H 3.73453 -1.50348 5.17867 0.007 -0.114 0.070 0.226
C 2.83788 0.98777 3.04586 -0.169 -0.360 0.050 -0.243
C -4.04747 0.47408 -5.67664 0.235 -0.141 0.059 -0.408
C 4.72577 1.63620 4.32716 0.008 0.129 -0.065 -0.209
C -3.15028 0.24063 -3.38925 -0.357 0.099 -0.986 -0.263
S 1.54523 1.06690 1.88713 0.039 -0.400 0.296 0.368
H -0.95181 -0.61855 1.71733 0.022 -0.099 0.159 0.297
H -5.70827 1.65076 -4.99025 -0.145 0.085 -0.068 0.229
C -4.30445 0.97879 -3.44422 0.419 -0.233 0.187 -0.201
N -1.95609 -0.11928 -0.09581 0.830 -0.454 0.553 -0.330
N -2.81653 0.34363 -1.00276 -0.775 0.392 -1.084 -0.261
N 1.81466 -1.09603 3.28903 -0.479 -0.943 0.094 -0.445
C 4.70843 0.40602 4.98241 0.036 -0.085 0.077 -0.216
C 1.08645 -0.57014 2.38103 0.286 0.757 -0.176 0.098
H 5.47997 2.36456 4.58430 0.064 0.063 0.020 0.216
C -1.04351 -0.80901 -0.73067 -0.148 0.085 0.113 0.173
H -4.75022 1.39858 -2.56222 -0.074 0.070 0.184 0.246
C 3.76049 -0.54769 4.68072 -0.061 0.003 -0.064 -0.219


68
Properties=species:S:1:pos:R:3:forces:R:3:nbo_charge:R:1 method="wB97M-V/def2-TZVPD" e_tot_ha=-2259.950770 e_homo_ha=-0.28856 spin_multiplicity=1 gap_ev=8.37 charge=0
H 0.28645 1.38545 -0.40948 -0.296 -0.035 0.080 0.229
C -0.15450 -3.81460 2.40876 -0.264 0.015 1.272 -0.092
N 0.87774 -3.06501 2.95528 -0.372 -0.218 -0.699 -0.516
N 5.06476 1.28606 -1.68335 -1.110 -0.790 1.120 -0.521
H -7.55403 -3.25861 -0.13623 0.205 -0.082 0.047 0.222
C -0.75020 -0.37189 0.42564 1.270 -0.038 0.385 -0.411
H -0.55512 4.76452 -0.99396 -0.393 -0.159 -0.372 0.236
H -5.25207 -2.58006 1.17446 0.338 -0.278 -0.122 0.211
H -0.51313 -1.10694 1.19478 -0.242 0.074 0.248 0.232
H 1.27708 -0.76872 6.79544 -0.431 -0.338 0.103 0.417
H -2.06916 1.72124 -1.92740 0.301 0.347 -0.069 0.219
C 0.43374 -0.24259 4.96644 -0.130 0.520 0.221 -0.101
H 3.35912 1.82998 1.06107 -0.029 0.149 -0.148 0.231
C 5.44769 1.88817 0.39442 0.862 0.337 2.680 -0.297
H -4.53672 -1.98201 -2.97187 0.480 -0.210 0.318 0.215
H -7.03058 -2.80765 -2.74464 0.049 -0.141 0.025 0.216
H 1.77277 3.63269 -0.65990 0.119 -0.217 -0.273 0.246
C -0.76738 -0.56793 4.31412 2.133 1.585 0.486 -0.322
C -0.57813 -0.00385 -4.26905 1.166 -0.755 -1.653 -0.308
H 3.14142 3.99186 -3.08583 -0.130 -0.160 0.079 0.221
H -1.15911 -3.82411 2.80506 0.217 0.105 0.270 0.216
H 5.18401 1.02281 -2.65112 0.199 -0.073 0.398 0.412
H 2.87549 -2.64361 2.38252 -0.014 -0.140 -0.106 0.210
C 4.08214 1.75592 0.26222 -2.288 -1.021 -1.248 -0.315
C -6.60067 -3.00414 -0.57526 1.997 0.567 1.023 -0.311
C 0.33853 -4.54224 1.37340 0.179 0.401 -1.531 -0.299
C -5.37939 -2.73171 0.11277 -2.276 0.117 -0.433 -0.077
H 2.94025 0.94403 -1.54252 -0.021 0.361 0.028 0.215
H -2.23321 -0.73050 -2.98888 -0.013 0.086 -0.141 0.214
Cl 0.72012 1.47772 1.91460 -0.009 -0.575 -0.874 -0.100
C -1.47371 -1.31402 5.24631 -0.583 -2.599 0.096 -0.295
H 1.59602 5.18766 -4.60841 -0.185 -0.145 0.193 0.420
C 0.08842 5.16181 -3.10980 0.410 -0.820 1.148 -0.095
H -0.34293 -0.89157 -4.83741 0.066 0.230 -0.278 0.217
H 0.83449 -2.37723 3.69364 -0.446 -0.129 -0.011 0.432
H 5.92657 2.14575 1.32755 0.163 0.033 -0.143 0.221
C -4.96848 -2.40388 -2.07632 -2.492 0.176 0.622 -0.105
H -0.94724 -0.96407 -0.46800 0.221 0.506 -0.279 0.240
H -0.76326 -2.24823 7.17369 -0.337 -0.010 -0.169 0.212
C 1.41038 4.00390 -1.60715 0.194 1.097 -1.909 -0.312
N 1.30177 4.88541 -3.69071 0.145 -0.429 0.512 -0.510
H 2.34110 -4.32826 0.33966 -0.205 -0.297 0.015 0.218
H -0.08529 2.93981 -3.11506 -0.183 -0.174 -0.036 0.443
C 6.04631 1.50904 -0.72522 0.849 0.092 -3.562 -0.070
C 0.12978 4.60558 -1.81375 0.567 0.931 -0.507 -0.327
H 1.38846 0.12794 0.02065 -0.155 -0.393 0.444 0.233
H 1.24758 0.44675 4.79651 -0.186 -0.029 -0.688 0.214
C 1.98186 -3.21129 2.16904 -0.419 -0.454 -0.912 -0.078
Cl -2.22298 0.51179 0.86517 -0.254 -0.132 -0.053 -0.055
C 1.64629 -4.08860 1.13099 1.680 0.860 1.218 -0.321
C -1.55458 0.04557 -3.31070 -0.649 2.289 2.092 -0.317
C -0.63915 -1.64035 6.28968 -0.337 0.898 1.626 -0.077
H 0.90654 1.57345 -4.89819 -0.049 -0.333 -0.169 0.201
H -2.40908 -1.83710 5.11262 -0.094 0.203 -0.162 0.221
N -0.38509 2.00014 -3.33245 -2.398 -0.968 0.604 -0.513
N -4.45479 -2.34842 -0.80300 0.395 0.230 -0.621 -0.496
C -6.32979 -2.75906 -1.92432 1.364 0.036 -0.976 -0.293
C 0.07008 1.20839 -4.32071 1.264 -0.122 -0.163 -0.077
C 2.11384 4.18862 -2.81796 -0.635 0.229 1.131 -0.082
H -3.61624 -1.82952 -0.58466 -0.039 -0.344 0.148 0.416
H -0.69697 5.62297 -3.69022 0.055 0.081 0.268 0.226
H -0.14779 -5.19732 0.66576 -0.433 -0.018 0.427 0.223
C 3.82277 1.30805 -1.03751 1.311 0.722 0.348 -0.087
C -1.45658 1.33607 -2.72914 0.360 -1.072 -0.329 -0.103
H -0.99266 -0.23537 3.31159 -0.369 0.012 0.307 0.241
C 0.44909 0.59247 0.32047 -0.452 0.497 -0.096 -0.357
H 7.06474 1.44708 -1.07926 0.072 0.194 0.450 0.209
N 0.45259 -0.82824 6.21512 0.287 -0.284 -1.703 -0.508